The following is a DFT calculation (ωB97M-V/def2-TZVPD) of an isolated molecule of C5H12O.

Geometry as ORCA input:
```
! wB97M-V def2-TZVPD RIJCOSX def2/J DEFGRID3
* xyz 0 1
C 2.4973 0.1385 -0.5867
C 0.9950 -0.1900 -0.5661
C 0.2204 0.3541 0.6787
C -1.4315 0.9171 0.4003
O -2.4245 0.0478 0.8364
C -1.9796 -1.2269 0.4822
H 2.6655 1.2108 -0.4631
H 2.9562 -0.1501 -1.5405
H 3.0592 -0.3757 0.1999
H 0.8981 -1.2812 -0.6935
H 0.5378 0.2422 -1.4583
H 0.5353 -0.3134 1.5229
H 0.6474 1.3011 0.9646
H -1.7492 1.8987 0.8192
H -1.4577 1.0099 -0.6998
H -2.5555 -1.9788 1.0232
H -0.9073 -1.1639 0.7449
H -2.0309 -1.3814 -0.6064
*
```

Calculated values
energy relative to the best compared isomer or geometry (same formula, charge and spin): 2.224 eV
SMILES: CCCCOC
Kohn-Sham gap: 10.78 eV

Atom charges from the natural (NBO) analysis, given in e for atoms 1 to 6:
1 C -0.60
2 C -0.41
3 C -0.48
4 C -0.04
5 O -0.52
6 C -0.26

=====

The following is a DFT calculation (ωB97M-V/def2-TZVPD) of an isolated molecule of C5H12O.

Geometry as ORCA input:
```
! wB97M-V def2-TZVPD RIJCOSX def2/J DEFGRID3
* xyz 0 1
C -0.5362 2.1094 0.0453
O 0.4819 1.1503 -0.0830
C 0.2271 -0.2600 -0.0244
C -1.2528 -0.6475 0.0086
C 0.8804 -0.8499 -1.2772
C 0.9340 -0.7618 1.2371
H -0.1382 2.9308 0.6537
H -1.4292 1.7314 0.5509
H -0.8387 2.5077 -0.9368
H -1.7859 -0.2848 -0.8782
H -1.3243 -1.7402 0.0229
H -1.7631 -0.2752 0.9035
H 0.3961 -0.4528 -2.1763
H 1.9407 -0.5774 -1.3116
H 0.7960 -1.9432 -1.2868
H 1.9925 -0.4836 1.2052
H 0.4929 -0.3003 2.1276
H 0.8597 -1.8509 1.3324
*
```

Calculated values
energy relative to the best compared isomer or geometry (same formula, charge and spin): 0.651 eV
SMILES: COC(C)(C)C
Kohn-Sham gap: 10.31 eV

Atom charges from the natural (NBO) analysis, given in e for atoms 1 to 6:
1 C -0.24
2 O -0.56
3 C 0.26
4 C -0.65
5 C -0.62
6 C -0.62

=====

The following is a DFT calculation (ωB97M-V/def2-TZVPD) of a cluster of 2 separate species, C5H12O in total.

Geometry as ORCA input:
```
! wB97M-V def2-TZVPD RIJCOSX def2/J DEFGRID3
* xyz 0 1
C -1.3838 1.1740 -0.5328
C -0.5784 0.1173 0.2142
C -1.2736 -1.2524 0.1688
C 0.7950 -0.1174 -0.3998
C 1.7876 -0.9118 0.4264
O 1.0626 0.2333 -1.5303
H -0.9146 2.1616 -0.4749
H -1.4707 0.9082 -1.5902
H -2.3901 1.2506 -0.1056
H -0.4521 0.4175 1.2654
H -0.7543 -1.9914 0.7884
H -2.3074 -1.1771 0.5169
H -1.2829 -1.6175 -0.8654
H 1.4976 2.2414 0.5181
H 2.8090 -0.6403 0.1501
H 1.6405 -1.9698 0.1810
H 1.6434 -0.7912 1.5052
H 1.5237 2.0568 -0.1992
*
```

Calculated values
energy relative to the best compared isomer or geometry (same formula, charge and spin): 1.054 eV
SMILES: CC(=O)C(C)C.[H][H]
Kohn-Sham gap: 10.57 eV

Atom charges from the natural (NBO) analysis, given in e for atoms 1 to 6:
1 C -0.61
2 C -0.33
3 C -0.60
4 C 0.64
5 C -0.73
6 O -0.57

=====

The following is a DFT calculation (ωB97M-V/def2-TZVPD) of a structure of composition C5H12O.

Geometry as ORCA input:
```
! wB97M-V def2-TZVPD RIJCOSX def2/J DEFGRID3
* xyz 0 1
C -1.7204 -0.9079 0.3679
C -0.8132 -0.0061 -0.4402
C -0.5152 1.3706 -0.0184
C 1.1434 1.6553 -0.0714
O 1.8650 0.6484 0.3946
C 1.3261 -1.5266 0.0098
H -1.5206 -0.7920 1.4405
H -1.5418 -1.9596 0.1015
H -2.7772 -0.6926 0.1799
H -0.8701 -0.1571 -1.5237
H 0.2886 -0.5890 -0.2252
H -0.9444 2.1195 -0.6935
H -0.8742 1.5758 0.9972
H 1.3539 1.9445 -1.1276
H 1.2281 2.6027 0.5095
H 1.6044 -1.4919 1.0603
H 2.1227 -1.4393 -0.7279
H 0.6447 -2.3546 -0.2331
*
```

Calculated values
energy relative to the best compared isomer or geometry (same formula, charge and spin): 5.111 eV
Kohn-Sham gap (spin up / spin down): 7.46 / 7.52 eV

Atom charges from the natural (NBO) analysis, given in e for atoms 1 to 6:
1 C -0.62
2 C -0.22
3 C -0.46
4 C -0.01
5 O -0.68
6 C -0.43

=====

The following is a DFT calculation (ωB97M-V/def2-TZVPD) of a structure of composition C5H12O.

Geometry as ORCA input:
```
! wB97M-V def2-TZVPD RIJCOSX def2/J DEFGRID3
* xyz 1 2
C -0.7919 1.6160 -0.7081
C 0.4366 0.8765 -1.3035
C 0.1230 -0.7104 -0.9873
C 0.5102 -1.3783 0.2195
C 1.1588 -0.7350 1.4240
H -1.2227 0.9808 0.1443
H -0.6138 2.6167 -0.3639
H -1.5936 1.6163 -1.4159
H 0.3917 0.9056 -2.4493
H 1.5032 1.1748 -1.0533
H 0.0733 -1.4391 -1.7533
H -0.7278 -0.8416 0.0540
H 0.5250 -2.4791 0.2821
H 2.0560 -1.1955 1.6413
H 1.4340 0.4490 1.1842
H -1.9014 -0.7341 1.7165
H 0.5668 -0.7204 2.2977
O -1.9276 -0.0022 1.0709
*
```

Calculated values
energy relative to the best compared isomer or geometry (same formula, charge and spin): 4.514 eV
⟨S²⟩: 0.754
Kohn-Sham gap (spin up / spin down): 10.68 / 8.20 eV

Atom charges from the Löwdin analysis, given in e for atoms 1 to 6:
1 C -0.07
2 C -0.14
3 C 0.00
4 C -0.09
5 C -0.03
6 H 0.02

=====

The following is a DFT calculation (ωB97M-V/def2-TZVPD) of a cluster of 2 separate species, C5H12O2 in total.

Geometry as ORCA input:
```
! wB97M-V def2-TZVPD RIJCOSX def2/J DEFGRID3
* xyz -1 2
C -0.0576 -0.3408 -1.7659
O 0.7801 0.7919 -1.4915
C 0.2807 -1.4616 -0.7487
C -0.4733 -1.2350 0.5505
C -1.6379 -2.1780 0.7882
C -1.7929 -3.0902 1.7311
H -1.1011 -0.0101 -1.7297
H 0.1755 -0.5490 -2.8119
H 0.3576 1.4031 -0.8597
H 1.3533 -1.3040 -0.6352
H 0.1925 -2.4478 -1.2084
H 0.1509 -1.3003 1.4489
H -0.8928 -0.2228 0.6048
H -2.4230 -1.9306 0.0736
H -2.7139 -3.6484 1.7905
H -0.9963 -3.3368 2.4205
H 1.5269 5.8334 1.5344
H 1.8961 5.8461 0.0953
O 2.3214 5.7592 0.9727
*
```

Calculated values
energy relative to the best compared isomer or geometry (same formula, charge and spin): 1.393 eV
⟨S²⟩: 0.751
Kohn-Sham gap (spin up / spin down): 2.32 / 10.01 eV

Atom charges from the natural (NBO) analysis, given in e for atoms 1 to 6:
1 C -0.17
2 O -0.90
3 C -0.45
4 C -0.55
5 C -0.15
6 C -0.45

=====

The following is a DFT calculation (ωB97M-V/def2-TZVPD) of an isolated molecule of C5H12O2.

Geometry as ORCA input:
```
! wB97M-V def2-TZVPD RIJCOSX def2/J DEFGRID3
* xyz 0 1
C -0.2541 3.2778 -0.4227
C 0.1134 2.2645 0.6437
O 0.4531 1.0440 0.0141
C -0.1113 -0.0957 0.6123
C 0.3450 -1.2966 -0.1933
O -0.3565 -2.4198 0.2752
C -0.0410 -3.5836 -0.4416
H -1.1333 2.9350 -0.9767
H 0.5688 3.4016 -1.1328
H -0.4789 4.2499 0.0276
H -0.7321 2.1205 1.3313
H 0.9647 2.6181 1.2434
H 0.1993 -0.2037 1.6633
H -1.2120 -0.0518 0.5909
H 0.1375 -1.1118 -1.2597
H 1.4330 -1.4341 -0.0871
H 1.0226 -3.8509 -0.3387
H -0.2663 -3.4703 -1.5139
H -0.6518 -4.3931 -0.0350
*
```

Calculated values
energy relative to the best compared isomer or geometry (same formula, charge and spin): 1.637 eV
SMILES: CCOCCOC
Kohn-Sham gap: 10.85 eV

Atom charges from the natural (NBO) analysis, given in e for atoms 1 to 6:
1 C -0.62
2 C -0.06
3 O -0.55
4 C -0.07
5 C -0.07
6 O -0.54

=====

The following is a DFT calculation (ωB97M-V/def2-TZVPD) of a cluster of 2 separate species, C5H12O2 in total.

Geometry as ORCA input:
```
! wB97M-V def2-TZVPD RIJCOSX def2/J DEFGRID3
* xyz 0 1
C -1.3557 1.8460 1.0326
C -0.4431 0.7210 1.4933
C 0.6190 0.4973 0.4532
O 1.2910 -0.7143 0.5471
C 0.2753 -0.3215 -0.6854
C 1.0518 -0.3978 -1.9544
O -0.1337 -2.6325 0.0588
H -0.7715 2.7523 0.8375
H -1.8697 1.5756 0.1015
H -2.1140 2.0797 1.7811
H 0.0595 0.9638 2.4347
H -1.0070 -0.2085 1.6641
H 1.2620 1.3423 0.2428
H 0.4827 -2.0553 0.5674
H -0.7697 -0.6535 -0.7792
H 2.1060 -0.3191 -1.6978
H 0.8848 -1.3499 -2.4753
H 0.7636 0.4109 -2.6325
H 0.4482 -3.0216 -0.6004
*
```

Calculated values
energy relative to the best compared isomer or geometry (same formula, charge and spin): 2.560 eV
SMILES: CC[C@H]1O[C@@H]1C.O
Kohn-Sham gap: 10.82 eV

Atom charges from the natural (NBO) analysis, given in e for atoms 1 to 6:
1 C -0.61
2 C -0.42
3 C 0.04
4 O -0.57
5 C 0.10
6 C -0.65

=====

The following is a DFT calculation (ωB97M-V/def2-TZVPD) of an isolated molecule of C5H12O2.

Geometry as ORCA input:
```
! wB97M-V def2-TZVPD RIJCOSX def2/J DEFGRID3
* xyz 0 1
C 2.2029 1.0157 -0.5176
C 2.2819 -0.4654 -0.1609
O 1.1838 -1.2369 -0.6031
C 0.0439 -1.1871 0.2230
C -1.0058 -0.2271 -0.3191
O -2.0317 -0.1426 0.6393
C -3.1289 0.5947 0.1701
H 1.3237 1.4935 -0.0703
H 2.1604 1.1607 -1.6023
H 3.0894 1.5367 -0.1320
H 2.3950 -0.5805 0.9280
H 3.1657 -0.9073 -0.6313
H -0.3907 -2.1923 0.2747
H 0.3060 -0.8874 1.2478
H -0.5660 0.7646 -0.5058
H -1.3940 -0.5976 -1.2822
H -3.5676 0.1271 -0.7242
H -2.8495 1.6299 -0.0846
H -3.8752 0.6168 0.9668
*
```

Calculated values
energy relative to the best compared isomer or geometry (same formula, charge and spin): 1.685 eV
SMILES: CCOCCOC
Kohn-Sham gap: 10.86 eV

Atom charges from the natural (NBO) analysis, given in e for atoms 1 to 6:
1 C -0.64
2 C -0.06
3 O -0.53
4 C -0.08
5 C -0.08
6 O -0.54

=====

The following is a DFT calculation (ωB97M-V/def2-TZVPD) of an isolated molecule of C5H12O2.

Geometry as ORCA input:
```
! wB97M-V def2-TZVPD RIJCOSX def2/J DEFGRID3
* xyz 0 1
C 2.3980 0.2577 1.1296
C 0.9409 0.6345 0.8885
C 0.2734 -0.3156 -0.1069
O 0.4432 -1.6580 0.2883
C -1.2301 0.0370 -0.3219
C -1.5504 0.3393 -1.7790
O -1.9816 -1.0751 0.1578
H 2.4568 -0.7594 1.5261
H 2.9654 0.2785 0.1912
H 2.8818 0.9406 1.8350
H 0.3803 0.6058 1.8345
H 0.8630 1.6624 0.5055
H 0.7931 -0.2235 -1.0711
H -0.3423 -1.8856 0.8073
H -1.4731 0.9220 0.2874
H -1.2384 -0.4940 -2.4167
H -2.6237 0.5066 -1.9258
H -1.0212 1.2434 -2.1039
H -2.8686 -0.7797 0.3825
*
```

Calculated values
energy relative to the best compared isomer or geometry (same formula, charge and spin): 0.744 eV
SMILES: CC[C@@H](O)[C@@H](C)O
Kohn-Sham gap: 10.52 eV

Atom charges from the natural (NBO) analysis, given in e for atoms 1 to 6:
1 C -0.61
2 C -0.41
3 C 0.09
4 O -0.72
5 C 0.08
6 C -0.63

=====

The following is a DFT calculation (ωB97M-V/def2-TZVPD) of a structure of composition C5H12O2.

Geometry as ORCA input:
```
! wB97M-V def2-TZVPD RIJCOSX def2/J DEFGRID3
* xyz 0 1
C 2.4143 0.6603 -1.5792
C 1.8184 -0.0344 -0.3786
O 0.9219 0.8884 0.1980
C -0.8510 -0.5820 1.0606
C -2.2370 -0.4961 1.6066
O -2.8410 -0.6832 0.3283
C -1.7277 -0.0582 -0.2906
H 2.7792 1.6341 -1.2390
H 1.6186 0.8409 -2.3126
H 3.2228 0.1005 -2.0502
H 2.5672 -0.2750 0.3852
H 1.3309 -0.9867 -0.6564
H -0.4933 -1.5861 0.8165
H -0.0873 -0.1193 1.7094
H -2.5545 -1.1957 2.3732
H -2.3937 0.5469 1.9392
H 0.0592 0.7328 -0.2063
H -1.9267 1.0369 -0.3679
H -1.6201 -0.4241 -1.3364
*
```

Calculated values
energy relative to the best compared isomer or geometry (same formula, charge and spin): 3.588 eV
Kohn-Sham gap: 10.81 eV

Atom charges from the natural (NBO) analysis, given in e for atoms 1 to 6:
1 C -0.62
2 C -0.07
3 O -0.73
4 C -0.43
5 C -0.08
6 O -0.53

=====

The following is a DFT calculation (ωB97M-V/def2-TZVPD) of a cluster of 3 separate species, C5H12O2 in total.

Geometry as ORCA input:
```
! wB97M-V def2-TZVPD RIJCOSX def2/J DEFGRID3
* xyz 0 1
C -2.5373 1.5505 0.4172
C -1.3985 2.0130 1.1558
C -0.5062 2.8793 0.4233
C 0.7676 3.1548 0.8565
C 1.5725 2.0440 1.4399
H -3.3220 0.7527 0.6277
H -2.8192 2.3812 -0.2532
H -0.9632 1.6878 2.0451
H -1.0277 3.6550 -0.1499
H 1.1885 4.1103 0.8600
H 0.8147 1.2944 1.9566
H 1.9900 1.5234 0.4894
H 2.4239 2.4497 1.9676
H -0.3864 -2.3151 -4.4684
H 0.4310 -3.5444 -5.1587
O 0.2380 -3.0925 -4.3600
H 1.4987 -7.0175 0.0805
H 1.2530 -6.4978 1.3771
O 0.7825 -7.0288 0.6936
*
```

Calculated values
energy relative to the best compared isomer or geometry (same formula, charge and spin): 4.150 eV
SMILES: C=C/C=C\C.O.O
Kohn-Sham gap: 8.53 eV

Atom charges from the natural (NBO) analysis, given in e for atoms 1 to 6:
1 C -0.41
2 C -0.19
3 C -0.25
4 C -0.15
5 C -0.66
6 H 0.21

=====

The following is a DFT calculation (ωB97M-V/def2-TZVPD) of an isolated molecule of C5H12O2.

Geometry as ORCA input:
```
! wB97M-V def2-TZVPD RIJCOSX def2/J DEFGRID3
* xyz 0 1
C -1.9644 -0.3909 1.2664
O -0.5536 -0.5747 0.6766
C -0.1939 0.4590 -0.2283
C -0.3162 1.8978 0.2972
C 1.2219 0.1396 -0.6930
C 1.4031 -1.3260 -1.0921
O 1.5187 -2.1945 0.0110
H -2.6351 0.1051 0.5297
H -1.1887 0.0629 1.9260
H -2.3990 -1.3954 1.4176
H -0.8982 0.3245 -1.0588
H 0.3996 2.0985 1.1031
H -1.3221 2.1147 0.6693
H -0.1033 2.6021 -0.5178
H 1.9443 0.3760 0.1003
H 1.4466 0.7914 -1.5463
H 0.5738 -1.6227 -1.7585
H 2.3309 -1.4352 -1.6613
H 0.7356 -2.0324 0.5588
*
```

Calculated values
energy relative to the best compared isomer or geometry (same formula, charge and spin): 2.983 eV
SMILES: CO[C@@H](C)CCO
Kohn-Sham gap: 10.59 eV

Atom charges from the natural (NBO) analysis, given in e for atoms 1 to 6:
1 C -0.35
2 O -0.61
3 C 0.11
4 C -0.65
5 C -0.44
6 C -0.06